# C57H47Cl5MnN2O2P2S

A structure of composition C57H47Cl5MnN2O2P2S (ωB97M-V/def2-TZVPD, OMol25).

The geometry in XYZ format:
```
117
Properties=species:S:1:pos:R:3:forces:R:3
Mn 0.484616 0.332153 0.231378 0.5 0.5 0.0
C -0.259954 -4.671315 5.074597 0.0 0.0 0.0
C -0.807655 -4.788458 3.638003 0.0 0.1 -0.1
C -1.472034 -6.160277 3.455934 -0.1 0.0 0.0
C -1.820034 -3.663984 3.424996 -0.1 -0.1 0.1
C -3.057361 -3.668718 4.060669 0.0 0.0 0.1
C -3.958665 -2.625830 3.906544 0.0 0.0 0.0
C -3.593577 -1.502865 3.179848 -0.1 0.0 -0.1
C -2.335011 -1.415954 2.592476 -0.1 0.1 -0.1
P -1.710687 0.115726 1.783865 -0.1 -0.3 -0.3
C -1.687013 1.362559 3.118041 0.0 0.0 0.1
C -2.722125 1.529714 4.039976 0.0 0.0 0.0
C -2.634508 2.480876 5.044279 0.0 0.0 0.0
C -1.498639 3.273516 5.158853 0.0 0.0 0.0
C -0.455527 3.109505 4.259388 0.0 0.0 0.0
C -0.555784 2.164095 3.245997 0.0 0.1 0.0
C -3.098862 0.565872 0.688256 -0.1 0.0 0.1
C -3.444825 -0.328752 -0.327423 0.0 0.0 -0.1
C -4.459485 -0.018971 -1.219291 0.0 0.1 0.0
C -5.136428 1.194700 -1.109989 0.1 -0.1 0.0
C -4.795021 2.086450 -0.105896 0.1 0.0 0.0
C -3.778354 1.770674 0.793028 -0.1 0.1 0.0
C -1.528186 -2.546257 2.657767 0.5 -0.1 -0.2
O -0.412585 -2.496763 1.863844 0.0 0.2 0.1
C 0.523300 -3.484230 1.906418 -0.5 0.1 -0.1
C 1.606676 -3.277678 1.069293 0.3 0.2 0.1
C 2.559189 -4.282973 0.949306 0.1 -0.1 0.1
C 2.425858 -5.446888 1.686621 0.0 0.0 0.0
C 1.339565 -5.605413 2.536783 0.0 -0.1 0.0
C 0.355326 -4.631922 2.665457 0.1 -0.1 0.1
P 1.757217 -1.791150 0.022270 0.2 -0.4 -0.1
C 3.503880 -1.307640 0.118436 0.0 0.0 0.0
C 4.073998 -0.555151 -0.909381 0.0 0.0 0.0
C 5.346835 -0.024539 -0.762017 0.0 0.0 0.0
C 6.054269 -0.226553 0.417000 0.0 0.0 0.0
C 5.494170 -0.981779 1.440412 0.0 0.0 0.0
C 4.224109 -1.525443 1.292459 0.1 0.1 0.0
C 1.499859 -2.601255 -1.586428 0.0 0.0 0.0
C 0.186309 -2.899861 -1.946797 0.0 -0.1 0.0
C -0.077495 -3.599557 -3.113274 0.1 0.0 0.0
C 0.972974 -4.004672 -3.928930 0.0 0.0 0.0
C 2.283182 -3.718755 -3.568794 0.0 0.0 0.0
C 2.550275 -3.020704 -2.395894 0.0 0.0 -0.1
H -1.070865 -4.769338 5.801829 0.1 0.0 -0.1
H 0.223977 -3.704358 5.229437 0.0 0.0 0.0
H 0.474149 -5.458016 5.269157 -0.1 0.1 0.0
H -2.286269 -6.298023 4.169095 0.1 0.0 0.0
H -0.758856 -6.967186 3.631694 0.0 0.1 0.0
H -1.876674 -6.272612 2.447769 0.0 0.0 0.0
H -3.333077 -4.513235 4.681918 0.0 0.0 -0.1
H -4.937866 -2.681886 4.364481 0.0 0.0 0.0
H -4.314821 -0.709776 3.029514 0.0 0.0 0.1
H -3.609427 0.919007 3.999370 0.0 0.0 -0.1
H -3.454104 2.593495 5.744320 0.1 0.0 0.0
H -1.429367 4.011553 5.948108 0.0 0.0 0.0
H 0.441618 3.713252 4.338931 -0.1 0.0 0.0
H 0.262434 2.062020 2.548809 -0.1 0.0 0.0
H -2.924114 -1.277852 -0.416196 0.0 0.0 0.0
H -4.728105 -0.722590 -1.997897 0.0 0.0 0.0
H -5.929898 1.438643 -1.806962 0.1 0.0 0.0
H -5.315067 3.033193 -0.015443 0.0 0.0 0.0
H -3.523669 2.469703 1.581187 0.0 0.0 -0.1
H 3.405815 -4.155875 0.284231 0.0 0.0 0.0
H 3.162957 -6.233558 1.596415 0.0 0.0 0.0
H 1.254956 -6.522049 3.109254 0.0 0.1 0.0
H 3.514217 -0.365123 -1.817473 0.0 0.0 0.0
H 5.781406 0.561665 -1.563777 0.0 0.0 0.0
H 7.042031 0.203469 0.537688 -0.1 0.0 0.0
H 6.041956 -1.143382 2.361897 0.0 0.0 -0.1
H 3.792444 -2.097526 2.105316 0.0 0.0 0.0
H -0.638826 -2.581548 -1.318136 0.0 0.0 0.0
H -1.100478 -3.825266 -3.388414 0.0 0.0 0.0
H 0.768991 -4.548534 -4.843368 0.0 0.0 0.0
H 3.102937 -4.043178 -4.198923 0.0 0.0 0.0
H 3.575456 -2.805622 -2.121610 0.0 0.0 0.0
C 3.711450 1.545870 -4.265179 0.1 0.0 0.0
C 2.240845 1.244491 -4.497172 -0.2 0.2 0.1
N 1.362385 2.178779 -3.766569 0.2 0.0 -0.3
C 1.323034 3.559285 -4.302081 0.0 -0.2 0.0
C 2.096365 4.564572 -3.467087 0.1 0.0 0.1
C 0.641678 1.853193 -2.706247 0.0 0.2 0.2
S 0.695244 0.200622 -2.157656 -0.4 -0.1 0.1
N -0.121623 2.843982 -2.208402 0.2 -0.3 -0.3
C -0.576121 2.867887 -0.993275 -0.4 -0.4 0.7
O -0.283670 2.050465 -0.026593 -0.1 0.6 -0.2
C -1.527193 3.966545 -0.653758 0.1 0.0 -0.2
C -2.202445 4.646505 -1.669224 0.0 -0.1 0.0
C -3.075054 5.675592 -1.356306 0.0 0.0 0.0
C -3.264256 6.049877 -0.029755 0.0 0.0 0.0
C -2.585415 5.386480 0.982545 0.0 -0.1 0.0
C -1.723839 4.344061 0.667857 0.0 0.1 0.1
H 4.320831 0.789419 -4.763683 0.0 0.0 0.0
H 3.944652 1.534543 -3.196040 0.0 0.0 -0.1
H 3.996872 2.520474 -4.666254 0.0 -0.1 0.0
H 2.007826 0.230702 -4.198934 0.0 -0.1 0.1
H 1.986295 1.336228 -5.552917 0.0 0.0 -0.1
H 0.280958 3.854864 -4.392417 -0.1 0.0 0.0
H 1.743779 3.494150 -5.303923 0.0 0.0 0.0
H 1.659483 4.666666 -2.473893 0.0 0.0 -0.1
H 2.059394 5.538838 -3.957780 0.0 0.0 0.0
H 3.145710 4.278922 -3.361579 -0.1 0.0 0.0
H -2.050984 4.349613 -2.698969 0.0 0.0 0.0
H -3.603512 6.194642 -2.147519 0.0 0.0 0.1
H -3.935177 6.865140 0.211167 0.0 0.0 0.0
H -2.725582 5.676376 2.017716 0.0 0.0 -0.1
H -1.189008 3.833202 1.450968 0.0 -0.1 0.1
Cl 1.246366 -0.631287 3.435187 0.3 0.2 -0.1
C 2.318261 0.591121 2.787481 0.0 -0.2 0.3
C 2.120466 1.028446 1.487122 -0.5 -0.1 -0.1
C 3.000081 2.005625 1.053074 0.2 0.2 -0.3
Cl 2.868832 2.639025 -0.573542 -0.1 -0.1 0.2
C 4.037357 2.509358 1.839978 0.0 0.0 -0.1
Cl 5.118028 3.695764 1.225282 0.0 0.0 0.0
C 4.207091 2.030291 3.133454 0.0 0.0 0.0
Cl 5.488624 2.614354 4.111799 0.0 0.0 0.0
C 3.334531 1.059712 3.617757 0.0 -0.1 0.0
Cl 3.551063 0.443003 5.209954 -0.1 0.0 -0.1
```
Forces are in eV/Å.

As for the expectation value of S²: 6.18. For the HOMO energy (alpha / beta), the calculation gives -10.627 / -10.690 eV. Its HOMO-LUMO gap (alpha / beta) is 6.336 / 7.823 eV. The total charge is +1. As for the spin multiplicity: 5.


# C57H47CoNP3S2Si

A structure of composition C57H47CoNP3S2Si (ωB97M-V/def2-TZVPD, OMol25).

The geometry in XYZ format:
```
112
Properties=species:S:1:pos:R:3:forces:R:3
Co 0.177099 0.196204 -0.172847 0.8 -0.6 -0.1
C 0.877525 6.495103 1.411614 0.0 0.0 0.0
C 1.856062 6.201197 0.470923 0.0 0.0 0.0
C 2.077700 4.890799 0.079108 0.0 0.0 0.1
C 1.308502 3.857200 0.617080 -0.3 -0.1 -0.1
C 0.323161 4.162617 1.552061 0.0 -0.1 -0.1
C 0.116547 5.473632 1.955966 0.0 0.1 0.0
P 1.590209 2.096630 0.192894 0.2 -0.3 -0.2
C 2.350175 2.188060 -1.467140 -0.1 0.1 -0.1
C 3.317761 1.263752 -1.852904 0.0 0.0 0.1
C 3.763177 1.222350 -3.167133 0.0 -0.1 0.0
C 3.259446 2.115556 -4.099710 0.0 0.1 -0.1
C 2.292220 3.039236 -3.725039 0.0 0.0 0.0
C 1.827870 3.065765 -2.421247 0.1 -0.1 0.0
C 2.989710 1.681490 1.297612 0.0 0.1 0.1
C 3.968061 2.610837 1.647368 0.1 0.0 0.0
C 4.999423 2.242523 2.496035 0.0 0.1 0.0
C 5.039930 0.963263 3.033168 0.0 -0.1 0.1
C 4.058376 0.043284 2.699244 0.1 0.1 0.1
C 3.036484 0.386976 1.815510 -0.3 -0.3 -0.3
Si 1.765743 -0.836655 1.141661 -0.6 0.2 0.1
C 0.780584 -1.596071 2.579798 0.2 0.1 -0.3
C 1.332286 -2.542337 3.444164 0.0 0.0 0.1
C 0.619058 -2.997311 4.541814 0.1 0.0 0.0
C -0.639931 -2.476620 4.815952 -0.1 0.0 0.0
C -1.201905 -1.537780 3.967016 0.1 0.0 0.1
C -0.512797 -1.131820 2.823192 -0.1 0.0 0.1
P -1.200741 0.087016 1.653329 -0.1 -0.3 0.0
C -1.484679 1.493330 2.795652 0.1 0.0 0.0
C -0.520025 1.736153 3.776924 -0.1 0.0 0.0
C -0.661852 2.799236 4.654669 0.0 0.0 0.0
C -1.757894 3.643735 4.552024 0.0 0.1 0.0
C -2.702412 3.429457 3.559781 0.0 0.0 0.0
C -2.570510 2.358646 2.686496 0.1 -0.1 0.1
C -2.909995 -0.436695 1.276406 0.1 0.0 -0.1
C -3.599933 0.336177 0.338637 0.1 -0.1 0.0
C -4.917584 0.052932 0.021217 0.0 0.0 0.0
C -5.559825 -1.015100 0.632718 -0.1 0.0 -0.1
C -4.873191 -1.802948 1.540777 0.0 -0.1 0.0
C -3.549151 -1.528718 1.852501 0.0 0.0 0.0
C 2.633873 -2.242265 0.226731 -0.1 0.4 0.0
C 3.885773 -2.770526 0.533425 0.0 -0.1 0.0
C 4.405065 -3.819956 -0.210672 0.0 0.0 0.1
C 3.686111 -4.334049 -1.281555 0.0 -0.1 0.0
C 2.447301 -3.806245 -1.611695 0.0 0.0 0.0
C 1.918988 -2.765587 -0.853619 0.2 0.0 0.0
P 0.277951 -2.025426 -1.157342 0.1 0.0 0.5
C -0.837594 -3.259083 -0.411148 -0.1 0.0 -0.1
C -2.153501 -3.306718 -0.871941 0.0 0.0 0.1
C -2.992692 -4.335213 -0.478204 -0.1 0.1 0.0
C -2.543498 -5.293600 0.418727 0.0 0.0 0.1
C -1.259586 -5.208452 0.936695 0.0 -0.1 0.0
C -0.402763 -4.201345 0.517198 0.0 0.1 -0.1
C 0.055147 -2.335462 -2.943660 0.0 0.4 0.0
C 0.602906 -1.379000 -3.799444 0.0 -0.1 0.0
C 0.533699 -1.542977 -5.173673 0.0 0.0 0.0
C -0.078162 -2.669440 -5.703830 0.0 0.0 0.0
C -0.607063 -3.633897 -4.858095 0.0 0.0 0.0
C -0.542118 -3.473111 -3.481890 0.1 0.1 0.0
H 0.713287 7.521075 1.714310 0.0 0.0 0.0
H 2.449184 6.995195 0.035656 0.0 0.0 0.0
H 2.854769 4.676023 -0.641946 0.0 0.0 0.0
H -0.281706 3.367692 1.965294 0.0 0.1 0.0
H -0.645774 5.694143 2.692348 0.0 0.0 0.0
H 3.725400 0.579658 -1.115552 0.0 0.0 -0.1
H 4.500363 0.487999 -3.465831 0.0 0.0 0.0
H 3.626221 2.103151 -5.118132 0.0 0.0 0.0
H 1.893696 3.733277 -4.454546 0.0 0.0 0.0
H 1.056727 3.767010 -2.135140 0.0 0.0 0.0
H 3.932821 3.622145 1.265792 0.0 0.0 0.0
H 5.770552 2.958512 2.749518 0.0 0.0 0.0
H 5.833529 0.684100 3.714532 0.0 0.0 0.0
H 4.080879 -0.945629 3.143672 0.0 0.0 0.0
H 2.330638 -2.924196 3.255361 0.0 0.0 0.0
H 1.054561 -3.739856 5.198772 0.0 0.0 0.0
H -1.179119 -2.803013 5.696064 0.0 0.0 0.0
H -2.169326 -1.108391 4.199854 0.0 0.0 0.0
H 0.346481 1.089698 3.853214 0.0 0.0 0.1
H 0.085833 2.968748 5.418773 0.0 0.0 0.0
H -1.874982 4.469747 5.241675 0.0 0.0 0.0
H -3.552223 4.093109 3.464004 0.0 0.0 0.0
H -3.325637 2.195113 1.931285 0.0 0.0 0.0
H -3.087249 1.159135 -0.148337 0.0 0.0 0.0
H -5.451951 0.667330 -0.692234 0.0 0.0 0.0
H -6.590084 -1.241495 0.388797 0.0 0.0 0.0
H -5.370876 -2.640937 2.012195 0.0 0.0 0.0
H -3.016729 -2.169346 2.541360 -0.1 0.0 -0.1
H 4.465163 -2.353523 1.348450 0.0 0.0 0.0
H 5.373869 -4.232884 0.039893 0.0 0.0 0.0
H 4.098918 -5.147160 -1.864686 0.0 0.0 0.0
H 1.902604 -4.204894 -2.458196 0.0 0.0 0.0
H -2.507157 -2.550596 -1.565405 0.0 -0.1 0.0
H -3.999561 -4.389756 -0.870932 0.0 0.0 0.0
H -3.191793 -6.109732 0.711055 0.0 0.0 0.0
H -0.911762 -5.947237 1.647416 0.0 0.0 0.0
H 0.609508 -4.158882 0.897305 0.0 -0.1 0.0
H 1.095158 -0.509032 -3.379115 0.0 0.0 -0.1
H 0.958455 -0.790939 -5.826448 0.0 0.0 0.0
H -0.132457 -2.804992 -6.776362 0.0 0.0 0.0
H -1.074882 -4.519512 -5.268416 0.0 0.0 0.0
H -0.944312 -4.240053 -2.834800 0.0 0.0 0.0
S -0.763482 1.138717 -2.091500 0.0 1.0 0.0
C -2.210443 1.155631 -2.911100 -0.3 -0.2 0.0
N -2.760226 2.282847 -3.366735 0.1 -0.2 0.0
C -4.076505 2.196324 -3.976646 -0.2 0.0 -0.1
C -4.196141 0.768935 -4.494067 0.1 -0.2 0.0
S -3.148111 -0.234541 -3.381698 0.0 0.1 0.1
H -2.355411 3.167932 -3.102707 0.1 0.0 0.1
H -4.162797 2.916275 -4.789411 0.0 0.0 0.0
H -4.854924 2.414842 -3.239480 0.1 0.0 0.0
H -3.801757 0.668224 -5.503471 0.0 0.0 0.0
H -5.215767 0.395263 -4.467001 0.0 0.0 0.0
```
Forces are in eV/Å.

As for the expectation value of S²: 0.86. For the HOMO energy (alpha / beta), the calculation gives -9.839 / -10.182 eV. Its HOMO-LUMO gap (alpha / beta) is 7.300 / 7.882 eV. The total charge is +1. As for the spin multiplicity: 2.


The energy results, record by record, are as follows: -190290.685 -156401.879 eV.